ORCA calculation (ωB97M-V/def2-TZVPD) on a structure of composition C9H12AuBN4S5.

The energy is -2720.71937 hartree. For the energy above the lowest of the compared OMol25 structures with the same formula, charge and spin, the calculation gives 0.0 kcal per mole. As for the expectation value of S²: 2.021. As for the spin multiplicity: 3. The value obtained for the max |F| is 0.164 eV Å⁻¹. Its total charge is 0.

Last column: natural (NBO) charge in e.
Geometry (Å):
Au: -2.09 -0.23 -0.12  0.627
C: -1.55 3.55 -0.20  -0.407
N: -0.23 2.93 -0.14  -0.341
C: 0.82 3.35 0.63  -0.073
C: 1.84 2.48 0.40  -0.040
N: 1.40 1.54 -0.51  -0.486
B: 2.31 0.40 -1.05  0.195
N: 1.63 -1.02 -0.92  -0.439
C: 1.91 -2.01 -1.81  -0.011
C: 1.28 -3.15 -1.40  -0.061
N: 0.62 -2.84 -0.25  -0.312
C: -0.24 -3.74 0.51  -0.410
C: 0.83 -1.53 0.04  0.193
S: 0.08 -0.71 1.34  0.021
C: 0.13 1.82 -0.82  0.291
S: -0.91 0.91 -1.86  -0.302
H: -1.48 4.53 0.25  0.215
H: -2.28 2.95 0.33  0.227
H: -1.86 3.64 -1.24  0.233
H: 0.76 4.22 1.26  0.230
H: 2.83 2.45 0.80  0.239
H: 2.53 0.55 -2.23  -0.037
H: 3.32 0.40 -0.39  -0.040
H: 2.53 -1.84 -2.66  0.242
H: 1.25 -4.14 -1.83  0.233
H: 0.04 -4.76 0.27  0.215
H: -1.28 -3.57 0.27  0.232
H: -0.10 -3.56 1.58  0.242
S: -4.33 -1.01 3.89  0.008
C: -3.56 -0.68 2.51  -0.579
S: -3.43 -1.73 1.13  -0.120
S: -2.76 0.82 2.19  0.016



ORCA calculation (ωB97M-V/def2-TZVPD) on a structure of composition C9H12B2ClCrF10NO17S2 in a non-equilibrium geometry.

The energy is -5033.59516 hartree. For the energy above the lowest of the compared OMol25 structures with the same formula, charge and spin, the calculation gives 0.0 kcal per mole. As for the expectation value of S²: 3.773. As for the spin multiplicity: 4. The value obtained for the max |F| is 7.184 eV Å⁻¹. Its total charge is -1.

Last column: natural (NBO) charge in e.
Geometry (Å):
Cr: -0.82 1.05 0.14  1.725
Cl: -2.74 2.82 2.75  2.592
O: -2.17 4.12 2.71  -0.784
O: -4.18 2.88 2.69  -0.834
O: -2.30 2.00 1.62  -0.898
O: -2.37 2.15 3.94  -0.856
N: -1.70 -0.57 -0.51  -1.115
S: -1.56 -2.17 -0.67  2.439
O: -0.78 -2.57 -1.82  -0.878
O: -2.54 -3.09 -0.17  -0.843
F: -0.51 -2.28 0.56  -0.516
S: -3.23 -0.55 -1.33  2.402
O: -4.40 -0.67 -0.56  -0.823
O: -3.19 -0.88 -2.73  -0.838
F: -3.02 1.06 -1.44  -0.496
B: 1.29 2.27 2.50  1.363
F: 2.52 2.91 2.20  -0.568
F: 0.45 2.03 1.39  -0.505
F: 1.64 1.08 3.15  -0.568
F: 0.70 3.14 3.41  -0.552
B: -0.28 3.55 -0.98  1.332
F: -1.37 2.65 -0.95  -0.479
F: -0.20 4.22 0.23  -0.521
F: 0.76 2.58 -1.14  -0.547
F: -0.42 4.42 -2.02  -0.533
C: -2.00 -1.31 4.84  -0.099
C: -0.55 -1.73 4.98  -0.096
O: 0.08 -0.88 4.06  -0.437
C: -0.76 -0.60 3.09  1.061
O: -0.49 -0.19 2.01  -0.607
O: -2.02 -1.05 3.44  -0.479
H: -2.19 -0.40 5.41  0.212
H: -2.70 -2.12 5.03  0.202
H: -0.33 -2.78 4.78  0.183
H: -0.27 -1.52 6.01  0.198
C: 1.77 -0.74 -5.14  -0.095
C: 0.35 -0.93 -5.71  -0.102
O: -0.52 -0.32 -4.76  -0.461
C: 0.17 0.04 -3.70  0.992
O: -0.35 0.49 -2.71  -0.585
O: 1.41 -0.46 -3.76  -0.498
H: 2.29 0.13 -5.54  0.190
H: 2.35 -1.65 -5.17  0.199
H: 0.12 -2.00 -5.67  0.188
H: 0.17 -0.56 -6.72  0.199
C: 4.31 -1.16 -0.48  -0.097
C: 3.48 -2.08 -1.36  -0.097
O: 2.12 -1.76 -1.06  -0.437
C: 2.12 -0.61 -0.42  1.044
O: 1.13 0.02 -0.21  -0.598
O: 3.34 -0.23 0.04  -0.436
H: 5.15 -0.81 -1.08  0.199
H: 4.67 -1.81 0.32  0.187
H: 3.76 -3.10 -1.09  0.190
H: 3.85 -2.04 -2.39  0.183



ORCA calculation (ωB97M-V/def2-TZVPD) on the ion C9H12Cl2N4 with charge +2 in a non-equilibrium geometry.

The energy is -1488.76451 hartree. Its SMILES is C/C=C/[N@H+]1C[C@@]2(C)C(Cl)=NC(Cl)=[NH+]C2=N1. The value obtained for the max |F| is 8.458 eV Å⁻¹. Its total charge is +2.

Last column: natural (NBO) charge in e.
Geometry (Å):
C: 4.34 0.64 1.63  -0.662
C: 3.22 0.49 0.65  -0.047
C: 1.92 0.19 0.92  -0.133
N: 0.87 0.13 -0.07  -0.243
C: 0.04 -1.17 -0.20  -0.201
C: -1.30 -0.61 -0.64  -0.256
C: -1.53 -0.65 -2.20  -0.562
C: -2.50 -1.22 -0.02  0.394
Cl: -2.33 -2.74 0.63  0.275
N: -3.57 -0.50 0.21  -0.478
C: -3.66 0.84 0.10  0.472
Cl: -5.09 1.67 0.23  0.332
N: -2.47 1.57 0.10  -0.569
C: -1.35 0.80 -0.09  0.459
N: 0.05 1.24 0.15  -0.209
H: 4.26 -0.18 2.50  0.248
H: 4.34 1.62 1.97  0.261
H: 5.23 0.26 1.20  0.257
H: 3.49 0.40 -0.46  0.221
H: 1.55 -0.13 1.98  0.249
H: 1.16 0.27 -1.04  0.442
H: -0.05 -1.61 0.73  0.246
H: 0.48 -1.86 -0.95  0.275
H: -1.79 -1.71 -2.53  0.272
H: -0.69 -0.30 -2.69  0.235
H: -2.42 0.01 -2.30  0.228
H: -2.21 2.55 0.17  0.495



ORCA calculation (ωB97M-V/def2-TZVPD) on an isolated molecule of C9H12ClN in a non-equilibrium geometry.

The energy is -865.03196 hartree. For the energy above the lowest of the compared OMol25 structures with the same formula, charge and spin, the calculation gives 40.1 kcal per mole. Its SMILES is CN[C@](C)(Cl)c1ccccc1. The value obtained for the max |F| is 3.644 eV Å⁻¹. Its total charge is 0.

Last column: natural (NBO) charge in e.
Geometry (Å):
C: -0.32 0.58 -2.46  -0.462
N: -1.37 -0.07 -1.68  -0.648
C: -0.95 -0.72 -0.45  0.155
C: -0.16 -1.96 -0.91  -0.639
Cl: -2.51 -1.18 0.29  -0.058
C: -0.18 -0.01 0.57  -0.090
C: 0.38 -0.70 1.60  -0.185
C: 1.16 -0.07 2.61  -0.200
C: 1.35 1.29 2.47  -0.205
C: 0.78 2.00 1.44  -0.206
C: 0.06 1.37 0.49  -0.192
H: 0.40 1.10 -1.84  0.222
H: -0.07 0.01 -3.41  0.191
H: -0.87 1.42 -2.76  0.209
H: -1.91 -0.63 -2.26  0.374
H: -0.43 -2.90 -0.46  0.228
H: 0.88 -1.86 -0.71  0.221
H: -0.31 -2.09 -2.00  0.209
H: 0.17 -1.73 1.88  0.218
H: 1.42 -0.72 3.44  0.220
H: 1.91 1.79 3.15  0.203
H: 0.95 3.12 1.35  0.218
H: -0.37 1.95 -0.33  0.218



ORCA calculation (ωB97M-V/def2-TZVPD) on a structure of composition C9H12CrN2S in a non-equilibrium geometry.

The energy is -1902.21652 hartree. For the energy above the lowest of the compared OMol25 structures with the same formula, charge and spin, the calculation gives 0.0 kcal per mole. As for the expectation value of S²: 6.116. As for the spin multiplicity: 5. The value obtained for the max |F| is 3.902 eV Å⁻¹. Its total charge is 0.

Last column: natural (NBO) charge in e.
Geometry (Å):
Cr: -0.55 -0.75 0.16  0.980
C: -2.29 0.49 -1.15  -0.281
C: -2.28 1.32 0.05  -0.229
C: -2.93 0.84 1.16  -0.219
C: -3.67 -0.34 1.12  -0.190
C: -3.73 -1.14 -0.03  -0.204
C: -3.03 -0.69 -1.13  -0.240
H: -1.84 0.87 -2.08  0.253
H: -1.65 2.23 0.13  0.240
H: -2.77 1.31 2.14  0.236
H: -3.99 -0.74 2.07  0.228
H: -4.36 -1.92 -0.13  0.222
H: -3.07 -1.23 -2.04  0.227
C: 3.89 -0.61 -0.96  -0.394
N: 3.01 0.28 -0.36  -0.471
C: 3.35 0.85 0.91  -0.418
C: 1.77 0.16 -0.64  0.604
N: 0.76 0.04 -1.25  -0.589
H: 4.83 -0.08 -1.28  0.204
H: 3.37 -1.06 -1.86  0.227
H: 4.11 -1.37 -0.23  0.213
H: 4.37 1.34 0.78  0.205
H: 3.30 0.03 1.69  0.249
H: 2.49 1.54 1.17  0.230
S: 0.90 -1.38 1.75  -1.084



ORCA calculation (ωB97M-V/def2-TZVPD) on an isolated molecule of C9H12F3OP in a non-equilibrium geometry.

The energy is -1066.14727 hartree. For the energy above the lowest of the compared OMol25 structures with the same formula, charge and spin, the calculation gives 37.9 kcal per mole. The value obtained for the max |F| is 4.689 eV Å⁻¹. Its total charge is 0.

Last column: natural (NBO) charge in e.
Geometry (Å):
C: -2.46 -0.45 0.47  -0.430
C: 3.71 2.41 -0.13  -0.347
C: -2.12 0.62 -0.50  -0.283
C: 3.27 1.16 -0.41  -0.234
C: -1.44 -1.70 0.59  -0.289
C: -0.05 -1.09 0.80  -0.025
C: -1.47 -2.49 -0.69  -0.623
C: -2.29 1.90 -0.21  0.258
C: 2.70 0.25 0.62  -0.008
O: 1.04 -0.03 -1.59  -1.062
F: 0.07 -0.73 2.09  -0.351
F: -2.63 2.38 1.05  -0.352
F: 3.04 -1.03 0.61  -0.332
P: 0.89 0.01 -0.16  1.536
H: -3.31 -0.88 -0.01  0.217
H: -2.78 0.04 1.44  0.234
H: 4.04 2.89 -1.04  0.204
H: 3.67 2.92 0.75  0.195
H: -2.08 0.27 -1.43  0.219
H: 3.44 0.77 -1.33  0.220
H: -1.61 -2.41 1.38  0.236
H: -0.92 -1.88 -1.47  0.225
H: -0.82 -3.32 -0.48  0.219
H: -2.50 -2.95 -1.09  0.220
H: -2.11 2.68 -0.81  0.164
H: 2.73 0.66 1.58  0.190